Entry 1:
This record from OMol25 describes C17H39AlFNO11P as an isolated structure. The level of theory is ωB97M-V with the def2-TZVPD basis set.

```
71
Properties=species:S:1:pos:R:3:forces:R:3
C 7.172 -0.175 0.821 -0.4 0.1 -0.4
C 6.300 1.094 0.806 0.4 -0.1 -0.2
C 5.145 0.980 -0.184 -0.1 0.3 0.5
O 4.128 1.897 0.111 0.0 -0.3 -0.4
Al 2.906 2.137 -1.152 -0.2 0.1 0.8
F 3.415 3.344 -2.197 0.3 0.3 -0.5
C 1.113 2.577 -0.432 0.1 -0.3 -0.3
N 0.520 1.422 0.305 -0.2 0.1 0.2
C -0.599 0.798 -0.383 0.1 0.1 -0.1
P 2.701 0.118 -2.464 0.1 0.2 0.0
O 1.874 0.212 -3.718 -0.3 0.0 -0.3
H 6.951 -0.758 -0.079 0.1 -0.1 0.0
H 8.235 0.050 0.790 0.1 -0.1 0.3
H 6.935 -0.818 1.666 0.1 0.0 0.1
H 5.896 1.314 1.793 0.0 0.0 0.0
H 6.929 1.934 0.503 -0.1 0.2 0.2
H 5.563 1.151 -1.187 0.0 -0.2 -0.2
H 4.768 -0.053 -0.146 0.0 -0.1 -0.1
H 1.135 3.464 0.208 0.0 0.0 0.1
H 0.466 2.845 -1.280 -0.1 0.1 0.1
H 0.184 1.749 1.198 0.0 0.0 0.1
H -0.243 0.073 -1.117 0.0 0.0 -0.1
H -1.250 0.290 0.329 0.1 -0.2 0.0
H -1.217 1.525 -0.930 -0.1 0.1 0.0
H 2.269 -0.951 -1.625 0.1 -0.1 0.1
H 3.994 -0.408 -2.757 0.1 -0.2 0.1
C -6.208 0.288 -1.832 0.1 -0.2 0.0
C -6.613 0.508 -0.392 -0.1 0.2 -0.1
O -6.545 -0.707 0.377 -0.1 0.0 0.0
C -5.320 -1.061 0.764 0.0 0.0 0.0
O -4.306 -0.453 0.556 0.1 0.1 0.0
O -5.411 -2.211 1.436 0.0 0.0 0.0
C -4.149 -2.722 1.882 0.0 -0.1 0.0
H -6.805 -0.510 -2.275 0.0 0.0 0.0
H -6.365 1.201 -2.405 0.0 0.0 0.0
H -5.156 0.015 -1.904 0.0 0.0 0.0
H -7.654 0.818 -0.323 0.0 -0.1 0.0
H -5.996 1.272 0.081 0.1 -0.1 0.0
H -3.607 -1.970 2.450 0.0 0.0 0.0
H -3.546 -3.037 1.033 0.0 0.0 0.0
H -4.384 -3.575 2.511 0.0 0.0 0.0
C 10.082 -2.995 -3.178 0.1 -0.1 0.1
C 10.095 -1.771 -2.289 -0.2 0.0 -0.2
O 10.618 -2.076 -0.983 0.0 0.0 0.0
C 11.936 -2.159 -0.894 0.0 0.0 0.0
O 12.732 -1.983 -1.781 0.1 0.0 -0.1
O 12.249 -2.475 0.366 0.0 0.0 0.0
C 13.649 -2.621 0.607 0.0 0.0 0.1
H 9.537 -3.806 -2.694 -0.1 0.0 0.0
H 9.590 -2.761 -4.122 0.0 0.0 0.0
H 11.095 -3.335 -3.389 0.0 0.0 0.0
H 9.084 -1.416 -2.104 0.0 0.0 0.1
H 10.669 -0.959 -2.733 0.1 0.0 0.0
H 14.192 -1.738 0.278 0.0 0.0 0.0
H 14.035 -3.498 0.090 0.0 0.0 0.0
H 13.750 -2.746 1.680 0.0 0.0 0.0
C -13.877 1.505 0.941 0.1 -0.1 0.0
C -13.257 2.546 1.846 -0.1 0.1 -0.1
O -12.385 1.952 2.822 0.0 0.0 0.0
C -11.173 1.627 2.374 -0.1 -0.2 0.0
O -10.760 1.806 1.257 0.1 0.1 -0.1
O -10.503 1.052 3.368 0.1 0.0 0.1
C -9.187 0.613 3.015 0.2 -0.1 0.0
H -14.386 0.743 1.532 0.0 0.0 0.0
H -14.604 1.976 0.279 0.0 0.0 0.0
H -13.118 1.021 0.330 0.0 0.0 0.0
H -14.017 3.053 2.437 0.0 0.0 0.0
H -12.704 3.292 1.277 0.0 0.0 0.0
H -8.613 1.421 2.569 0.0 0.0 0.0
H -9.239 -0.226 2.324 0.0 0.0 -0.1
H -8.715 0.294 3.940 -0.1 0.0 0.1
```
Forces are in eV/Å.

Summary:
Gap between HOMO and LUMO in eV: 6.17
DFT total energy in eV: -60883.1220
Charge: -1

Results of the Löwdin charge analysis, in e, for atoms 1 through 6:
1 C -0.117
2 C -0.238
3 C -0.379
4 O -0.206
5 Al 0.054
6 F -0.209

Entry 2:
This record from OMol25 describes a 4-piece molecular cluster, C17H39B2NO6 overall. The level of theory is ωB97M-V with the def2-TZVPD basis set.

```
65
Properties=species:S:1:pos:R:3:forces:R:3
C -1.529 1.115 -1.580 -0.1 -0.1 -0.1
C -1.634 0.180 -0.385 -0.3 0.1 -0.2
O -0.427 0.255 0.364 0.1 -0.2 -0.1
C -0.474 -0.334 1.647 -0.1 0.1 0.1
C 0.695 -1.283 1.860 0.3 0.0 0.0
O 0.433 -2.617 1.461 -0.6 0.3 0.0
B -0.029 -2.920 0.186 0.5 -0.2 0.0
N -1.120 -3.835 0.146 -0.2 0.5 -0.6
B 0.663 -2.320 -1.311 0.0 -0.3 0.1
C 1.952 -1.431 -1.433 -0.3 0.3 -0.1
O 0.017 -2.647 -2.499 0.5 -0.1 -0.2
H -1.940 0.643 -2.473 0.0 0.0 0.0
H -2.062 2.049 -1.409 0.1 0.1 0.1
H -0.482 1.335 -1.786 0.0 0.0 0.0
H -2.481 0.473 0.239 0.1 0.0 0.0
H -1.823 -0.846 -0.731 0.2 -0.1 0.1
H -0.431 0.454 2.409 0.0 0.1 -0.1
H -1.423 -0.864 1.787 0.1 -0.1 0.1
H 0.939 -1.309 2.923 0.0 -0.1 0.0
H 1.571 -0.889 1.335 0.0 0.1 0.0
H -1.877 -3.696 0.801 0.2 -0.4 0.4
H -1.497 -4.003 -0.776 -0.1 -0.1 0.0
H 2.805 -1.978 -1.016 0.0 0.0 0.0
H 2.160 -1.168 -2.473 0.1 -0.1 0.0
H 1.850 -0.502 -0.869 0.1 0.0 0.1
H -0.043 -3.593 -2.676 -0.3 0.2 0.2
C -4.364 4.227 2.080 0.0 -0.1 0.0
C -5.003 3.078 2.861 0.0 0.0 0.0
C -4.590 1.874 2.021 0.0 0.1 0.0
O -3.327 2.205 1.447 0.0 0.0 0.0
C -3.053 3.598 1.624 0.0 0.0 0.0
H -4.212 5.127 2.674 0.0 0.0 0.0
H -4.981 4.487 1.218 0.0 0.0 0.0
H -4.566 3.012 3.859 0.0 0.0 0.0
H -6.083 3.163 2.966 0.0 0.0 0.0
H -5.312 1.687 1.219 0.0 0.0 0.0
H -4.481 0.959 2.607 0.0 0.0 0.0
H -2.271 3.709 2.383 0.0 0.0 0.0
H -2.670 3.997 0.687 0.0 0.0 0.0
C 1.460 5.684 0.776 0.0 0.0 0.0
C 2.053 4.586 -0.107 0.0 0.0 0.0
C 0.973 3.513 -0.029 0.0 0.0 0.0
O -0.265 4.212 0.124 0.0 0.0 0.0
C -0.021 5.582 0.430 0.0 0.0 0.0
H 1.869 6.674 0.581 0.0 0.0 0.0
H 1.622 5.448 1.829 0.0 0.0 0.0
H 2.162 4.944 -1.133 0.0 0.0 0.0
H 3.024 4.227 0.233 0.0 0.0 0.0
H 1.120 2.855 0.833 0.0 0.0 0.0
H 0.915 2.891 -0.921 0.0 0.0 0.0
H -0.267 6.197 -0.443 0.0 0.0 0.0
H -0.674 5.880 1.254 0.0 0.0 0.0
C 4.694 -5.620 -1.883 0.0 0.0 0.0
C 3.668 -6.660 -1.432 0.0 0.0 0.0
C 2.393 -5.827 -1.387 0.1 0.0 0.0
O 2.533 -4.834 -2.406 -0.2 0.0 0.0
C 3.881 -4.797 -2.875 0.0 0.0 0.0
H 5.588 -6.051 -2.332 0.0 0.0 0.0
H 5.000 -5.001 -1.037 0.0 0.0 0.0
H 3.580 -7.453 -2.177 0.0 0.0 0.0
H 3.902 -7.118 -0.472 0.0 0.0 0.0
H 2.279 -5.332 -0.416 0.0 0.0 0.0
H 1.491 -6.407 -1.584 0.0 0.0 0.0
H 3.922 -5.232 -3.879 0.0 0.0 0.0
H 4.198 -3.755 -2.937 0.0 0.0 0.0
```
Forces are in eV/Å.

Summary:
Gap between HOMO and LUMO in eV: 9.29
DFT total energy in eV: -33390.3735
Charge: 0
SMILES string: CCOCCOB(N)B(C)O.C1CCOC1.C1CCOC1.C1CCOC1

Results of the Löwdin charge analysis, in e, for atoms 1 through 6:
1 C -0.041
2 C -0.252
3 O -0.156
4 C -0.181
5 C -0.165
6 O 0.025

Entry 3:
This record from OMol25 describes C17H39MoOP3Se as an isolated structure. The level of theory is ωB97M-V with the def2-TZVPD basis set.

```
62
Properties=species:S:1:pos:R:3:forces:R:3
Mo 0.114 -0.028 0.172 -0.4 1.0 0.5
P -2.408 -0.153 0.605 -2.2 0.1 -0.3
P 0.291 -2.370 0.795 0.1 -2.8 1.1
P 0.107 2.363 0.699 0.2 2.3 1.0
H 3.382 -0.816 0.776 -0.3 0.0 -0.3
C 2.641 -0.022 0.630 0.0 0.7 1.2
C 1.731 0.194 1.810 0.5 -0.2 -1.3
H 1.620 -0.650 2.506 -0.1 0.4 -0.2
C -3.336 -0.211 -0.996 0.5 0.0 -0.3
C -3.200 -1.531 1.500 0.6 -0.5 0.2
C -3.276 1.220 1.447 0.5 0.4 0.2
C 1.924 -3.206 0.814 0.5 0.7 -0.3
C -0.307 -2.886 2.443 -0.1 0.5 0.3
C -0.607 -3.396 -0.413 -0.3 0.4 -0.5
C 1.707 3.262 0.631 0.4 -0.6 -0.2
C -0.481 2.874 2.350 -0.1 -0.5 0.2
C -0.881 3.301 -0.509 -0.3 -0.2 -0.7
H 3.134 0.906 0.323 -0.1 -0.3 0.0
H 1.877 1.166 2.289 -0.4 -0.4 0.0
H -4.411 -0.266 -0.777 0.3 0.0 0.1
H -3.041 -1.092 -1.578 -0.1 0.1 0.1
H -3.136 0.684 -1.600 -0.2 -0.2 0.2
H -4.282 -1.465 1.325 0.3 0.1 0.0
H -3.001 -1.425 2.573 -0.1 0.0 -0.2
H -2.846 -2.507 1.156 -0.2 0.2 0.2
H -4.355 1.093 1.282 0.3 -0.1 0.0
H -2.973 2.198 1.060 -0.2 -0.2 0.2
H -3.071 1.164 2.523 -0.1 0.0 -0.2
H 1.752 -4.282 0.672 0.0 0.3 0.1
H 2.411 -3.044 1.785 0.0 0.0 -0.3
H 2.581 -2.836 0.016 -0.1 -0.3 0.1
H -0.823 -3.851 2.345 0.1 0.2 0.0
H -0.969 -2.141 2.901 0.1 -0.3 -0.1
H 0.568 -3.014 3.096 -0.3 0.0 -0.2
H -0.236 -4.425 -0.367 -0.1 0.2 0.1
H -0.431 -3.003 -1.419 0.0 -0.2 0.0
H -1.684 -3.397 -0.232 0.1 0.0 -0.1
H 1.490 4.322 0.444 0.0 -0.3 0.1
H 2.354 2.888 -0.173 -0.1 0.3 0.1
H 2.240 3.179 1.587 -0.1 0.0 -0.2
H -0.744 3.939 2.330 0.1 -0.2 -0.1
H 0.331 2.714 3.069 -0.2 0.1 -0.1
H -1.348 2.290 2.669 0.2 0.3 0.0
H -0.575 4.353 -0.502 -0.1 -0.1 0.2
H -1.952 3.236 -0.309 0.1 0.1 0.0
H -0.703 2.895 -1.511 0.0 0.4 0.3
C 1.080 0.177 -3.539 0.1 0.1 0.8
C 2.390 -0.204 -3.245 -2.0 0.3 0.8
C 3.369 -0.144 -4.256 0.6 0.1 -1.6
C 3.011 0.222 -5.560 0.1 0.0 -0.4
C 1.679 0.512 -5.867 1.9 -0.2 -1.2
C 0.703 0.460 -4.864 -1.0 0.0 1.8
Se -0.331 0.390 -2.161 1.6 -1.3 -0.2
H 2.001 -0.344 -0.258 0.4 -0.4 -0.9
H 2.644 -0.544 -2.242 0.1 0.1 -0.3
H 4.400 -0.382 -4.011 0.0 0.0 -0.1
H 3.777 0.280 -6.341 -0.3 0.0 0.3
H 1.391 0.786 -6.882 0.1 -0.1 0.2
H -0.344 0.649 -5.089 0.1 0.0 -0.2
O -1.264 -0.065 4.406 0.9 0.2 -0.2
H -0.783 0.741 4.682 -0.5 -0.6 0.1
H -0.904 -0.758 4.989 -0.4 0.4 0.0
```
Forces are in eV/Å.

Summary:
Gap between HOMO and LUMO (spin up / spin down) in eV: 6.20 / 5.47
Multiplicity: 3
Energy above the lowest of the compared OMol25 structures with the same formula, charge and spin in kcal per mole: 0.0
DFT total energy in eV: -115333.0795
Charge: +4

Results of the Löwdin charge analysis, in e, for atoms 1 through 6:
1 Mo 0.685
2 P 0.755
3 P 0.741
4 P 0.746
5 H 0.115
6 C -0.179